No. 1
This record from OMol25 describes an isolated molecule of C2H3NO3. The level of theory is ωB97M-V/def2-TZVPD.

```
! wB97M-V def2-TZVPD RIJCOSX def2/J DEFGRID3
* xyz 0 1
O 0.4628 1.6091 0.4338
O -1.7697 -0.8066 0.0841
O 1.6651 -0.7382 -0.2454
N -0.4735 0.9614 -0.3754
C -0.6617 -0.3196 -0.0419
C 0.6497 -1.1484 0.1380
H 1.1538 1.9973 -0.2998
H -1.2914 1.6235 -0.5828
H 0.6603 -2.0566 0.7536
*
```

Computed properties:
- ΔE to the lowest compared entry with this formula, charge and spin (eV) = 3.769
- SMILES = O=CC(=O)NO
- HOMO (eV) = -9.91
- HOMO-LUMO gap (eV) = 9.9
- LUMO energy (eV) = -0.04

=====

No. 2
This record from OMol25 describes a cluster of 2 separate species, C2H3NO3 in total. The level of theory is ωB97M-V/def2-TZVPD.

```
! wB97M-V def2-TZVPD RIJCOSX def2/J DEFGRID3
* xyz 0 3
O 1.8112 -1.1540 0.0919
O -0.6754 -0.4639 -1.1868
O 2.0196 0.9329 0.5214
N 1.3867 -0.0225 0.1499
C -1.1831 -0.4047 0.0785
C 0.0229 0.3302 -0.2061
H -1.9889 0.2088 0.1180
H -1.1935 -1.2176 0.6449
H -0.1996 1.7907 -0.2115
*
```

Computed properties:
- ΔE to the lowest compared entry with this formula, charge and spin (eV) = 7.180
- HOMO (spin up / spin down) (eV) = -8.12 / -11.06
- expectation value of S² = 2.007
- HOMO-LUMO gap (spin up / spin down) (eV) = 8.9 / 7.4
- LUMO energy (spin up / spin down) (eV) = 0.76 / -3.67

=====

No. 3
This record from OMol25 describes the ion C2H3NO3P with charge -1. The level of theory is ωB97M-V/def2-TZVPD.

```
! wB97M-V def2-TZVPD RIJCOSX def2/J DEFGRID3
* xyz -1 1
P 1.4086 -1.1277 -0.1169
O -1.2097 1.3556 -1.6467
O 0.5669 0.0978 -1.2859
O 2.8209 -0.6849 -0.0055
N 0.6554 -0.3957 1.2351
C -0.6064 0.5356 -0.9717
C -1.2435 -0.0036 0.2909
H -1.8040 0.6907 0.8893
H 1.0059 0.5486 1.3905
H -1.5941 -1.0163 0.2208
*
```

Computed properties:
- ΔE to the lowest compared entry with this formula, charge and spin (eV) = 2.700
- HOMO (eV) = -3.92
- HOMO-LUMO gap (eV) = 7.7
- LUMO energy (eV) = 3.82

=====

No. 4
This record from OMol25 describes a cluster of 2 separate species, C2H3NO3S in total. The level of theory is ωB97M-V/def2-TZVPD.

```
! wB97M-V def2-TZVPD RIJCOSX def2/J DEFGRID3
* xyz 0 1
S 0.4238 -0.1524 -1.5413
O 1.3400 -0.0716 -2.6595
O 0.7922 -0.8687 -0.3234
O -1.4098 -0.4290 1.7296
N 0.7308 -0.4613 2.5970
C -0.8136 0.9669 -1.3854
C -0.2793 -0.4754 1.9775
H -1.5325 0.7875 -0.7182
H 1.7715 -0.7777 2.5095
H -1.0232 1.4816 -2.1857
*
```

Computed properties:
- ΔE to the lowest compared entry with this formula, charge and spin (eV) = 2.964
- SMILES = C=S(=O)=O.N=C=O
- HOMO (spin up / spin down) (eV) = -10.33 / -10.33
- HOMO-LUMO gap (spin up / spin down) (eV) = 9.4 / 9.4
- LUMO energy (spin up / spin down) (eV) = -0.98 / -0.98

=====

No. 5
This record from OMol25 describes an isolated molecule of C2H3NO3S. The level of theory is ωB97M-V/def2-TZVPD.

```
! wB97M-V def2-TZVPD RIJCOSX def2/J DEFGRID3
* xyz 0 1
S 0.5023 -0.9300 0.1450
O 0.0028 -2.1144 0.7372
O 1.3386 -1.0198 -0.9780
O -0.9706 -0.4390 -0.3536
N -0.4204 1.6561 -1.0540
C 0.8542 0.2849 1.4048
C -1.0829 0.6337 -1.1592
H 0.0657 0.3341 2.0046
H -1.9017 0.7034 -1.9789
H 1.6118 0.8911 1.2320
*
```

Computed properties:
- ΔE to the lowest compared entry with this formula, charge and spin (eV) = 5.460
- HOMO (spin up / spin down) (eV) = -10.92 / -10.85
- HOMO-LUMO gap (spin up / spin down) (eV) = 8.8 / 9.5
- LUMO energy (spin up / spin down) (eV) = -2.11 / -1.33

=====

No. 6
This record from OMol25 describes a cluster of 2 separate species, C2H3NO4S in total. The level of theory is ωB97M-V/def2-TZVPD.

```
! wB97M-V def2-TZVPD RIJCOSX def2/J DEFGRID3
* xyz 0 1
S 1.9633 -0.4606 0.2991
O 1.0036 2.0488 -0.0355
O 1.1715 -1.9069 0.5164
O -1.7219 1.0788 0.8437
O 1.8514 0.1355 -1.1119
N -1.5841 -0.8638 -0.4910
C -1.5948 0.1568 0.1558
C 0.7532 0.7076 -0.3510
H -2.2687 -1.3732 -0.9280
H 0.2857 -1.9231 0.6775
H 0.1409 2.4001 0.4248
*
```

Computed properties:
- ΔE to the lowest compared entry with this formula, charge and spin (eV) = 3.234
- HOMO (eV) = -8.42
- HOMO-LUMO gap (eV) = 8.9
- LUMO energy (eV) = 0.48

=====

No. 7
This record from OMol25 describes a cluster of 2 separate species, C2H3NOS in total. The level of theory is ωB97M-V/def2-TZVPD.

```
! wB97M-V def2-TZVPD RIJCOSX def2/J DEFGRID3
* xyz 0 1
S 1.0935 0.4376 -2.8683
O 0.5892 -0.4176 0.3322
N 1.7747 1.8075 -0.5911
C 1.3438 0.9626 -1.3523
C -0.5847 -0.5803 0.1687
H 1.8117 1.8430 0.4134
H -1.2960 -0.2771 0.9478
H -1.0648 -0.5907 -0.8029
*
```

Computed properties:
- ΔE to the lowest compared entry with this formula, charge and spin (eV) = 1.835
- SMILES = N=C=S.C=O
- HOMO (eV) = -9.20
- HOMO-LUMO gap (eV) = 9.3
- LUMO energy (eV) = 0.06

=====

No. 8
This record from OMol25 describes an isolated molecule of C2H3NOS. The level of theory is ωB97M-V/def2-TZVPD.

```
! wB97M-V def2-TZVPD RIJCOSX def2/J DEFGRID3
* xyz 0 1
S -0.6796 -2.8866 -0.1855
O -0.0950 -0.5246 0.2729
N 0.0772 0.7189 -0.3386
C -0.1768 -1.4640 -0.6772
C 0.2026 1.5339 0.5927
H 0.3649 2.6330 0.3848
H 0.1769 -1.2016 -1.6735
H 0.1297 1.1909 1.6243
*
```

Computed properties:
- ΔE to the lowest compared entry with this formula, charge and spin (eV) = 2.584
- SMILES = C=NOC=S
- HOMO (eV) = -8.99
- HOMO-LUMO gap (eV) = 9.3
- LUMO energy (eV) = 0.31

=====

No. 9
This record from OMol25 describes an isolated molecule of C2H3NOS. The level of theory is ωB97M-V/def2-TZVPD.

```
! wB97M-V def2-TZVPD RIJCOSX def2/J DEFGRID3
* xyz 0 1
S -2.1241 0.4456 -0.1528
O -2.6865 -0.9192 -0.0443
N 0.7570 -0.9845 0.1978
C 0.8959 0.4162 0.1607
C -0.5457 0.6155 -0.0224
H 1.7289 0.8428 -0.5627
H 0.9386 -1.3588 -0.7448
H 1.0359 0.9424 1.1685
*
```

Computed properties:
- ΔE to the lowest compared entry with this formula, charge and spin (eV) = 5.365
- HOMO (spin up / spin down) (eV) = -9.80 / -9.80
- HOMO-LUMO gap (spin up / spin down) (eV) = 8.3 / 8.3
- LUMO energy (spin up / spin down) (eV) = -1.47 / -1.47

=====

No. 10
This record from OMol25 describes a structure of composition C2H3NOS. The level of theory is ωB97M-V/def2-TZVPD.

```
! wB97M-V def2-TZVPD RIJCOSX def2/J DEFGRID3
* xyz 0 1
S -2.3415 -0.5795 0.0816
O -2.4870 0.8578 0.3937
N 0.4286 0.6287 -0.5358
C -0.1326 -0.5971 -0.7134
C 1.1186 -0.4901 0.0304
H 2.0867 -0.7833 -0.1949
H 0.2899 1.6312 -0.1348
H 1.0373 -0.6677 1.0732
*
```

Computed properties:
- ΔE to the lowest compared entry with this formula, charge and spin (eV) = 5.589
- HOMO (spin up / spin down) (eV) = -7.73 / -8.63
- HOMO-LUMO gap (spin up / spin down) (eV) = 6.8 / 7.6
- LUMO energy (spin up / spin down) (eV) = -0.96 / -1.02

=====

No. 11
This record from OMol25 describes an isolated molecule of C2H3NOS. The level of theory is ωB97M-V/def2-TZVPD.

```
! wB97M-V def2-TZVPD RIJCOSX def2/J DEFGRID3
* xyz 0 1
S -1.3647 1.7178 0.2233
O -2.0038 1.1756 -0.9486
N 0.4443 -0.0623 -0.3546
C 0.7044 -1.2784 -0.2735
C 0.0053 0.8306 0.4765
H 0.4754 1.1159 1.3614
H 1.0532 -1.8071 -1.1696
H 0.6859 -1.6920 0.6850
*
```

Computed properties:
- ΔE to the lowest compared entry with this formula, charge and spin (eV) = 2.497
- HOMO (spin up / spin down) (eV) = -8.46 / -8.46
- HOMO-LUMO gap (spin up / spin down) (eV) = 8.1 / 8.1
- LUMO energy (spin up / spin down) (eV) = -0.33 / -0.33

=====

No. 12
This record from OMol25 describes an isolated molecule of C2H3NOS. The level of theory is ωB97M-V/def2-TZVPD.

```
! wB97M-V def2-TZVPD RIJCOSX def2/J DEFGRID3
* xyz 0 1
S 1.7308 -0.5345 -0.0139
O -2.5811 -0.4370 -0.1914
N -0.5368 0.9556 0.2042
C -1.3339 -0.3734 0.1799
C 0.8755 0.9075 -0.1408
H 1.4838 1.8326 -0.2571
H -1.2846 1.5849 -0.0266
H -0.7347 -1.2639 0.3725
*
```

Computed properties:
- ΔE to the lowest compared entry with this formula, charge and spin (eV) = 1.540
- SMILES = O=CNC=S
- HOMO (eV) = -9.25
- HOMO-LUMO gap (eV) = 8.5
- LUMO energy (eV) = -0.79